Record 1
Below is an isolated molecule of C7H10, with properties calculated with ωB97M-V/def2-TZVPD.

Results
Energy relative to the best compared isomer or geometry (same formula, charge and spin): 59.3 kcal/mol
HOMO-LUMO gap: 10.350 eV
Total charge: 0
Structure (SMILES): C#C[C@@H]1[C@H](C)[C@@H]1C
HOMO energy: -9.3 eV

Atoms and positions in Å:
1 C -0.70 1.38 -0.95
2 C -0.85 -0.12 -0.96
3 C 0.31 -1.00 -0.56
4 C 1.68 -0.42 -0.30
5 C -0.84 -0.79 0.39
6 C -0.60 -0.07 1.61
7 C -0.33 0.25 2.74
8 H 0.26 1.73 -1.35
9 H -1.50 1.86 -1.52
10 H -0.75 1.72 0.10
11 H -1.55 -0.55 -1.67
12 H 0.32 -2.00 -0.99
13 H 2.25 -1.06 0.38
14 H 2.23 -0.33 -1.24
15 H 1.62 0.57 0.16
16 H -1.51 -1.63 0.58
17 H -0.04 0.40 3.75

Record 2
Below is a structure of composition C11H17BMnN6O3S, with properties calculated with ωB97M-V/def2-TZVPD.

Results
Energy relative to the best compared isomer or geometry (same formula, charge and spin): 25.3 kcal/mol
2S+1: 6
HOMO-LUMO gap (alpha / beta): 8.556 / 8.767 eV
Total charge: 0
HOMO energy (alpha / beta): -8.0 / -8.6 eV

Atoms and positions in Å:
1 H -3.69 1.55 0.46
2 N -2.19 0.43 -0.57
3 B -0.97 -1.54 -1.79
4 N -2.23 -0.75 -1.31
5 C -3.51 -1.10 -1.49
6 Mn -0.68 1.61 -0.23
7 H -3.74 -1.97 -2.09
8 C -4.33 -0.20 -0.82
9 H -5.40 -0.24 -0.73
10 C -3.47 0.74 -0.21
11 H -1.28 -2.30 -2.66
12 C 3.69 0.20 2.54
13 H 4.37 0.96 2.96
14 H 2.98 0.68 1.85
15 H 4.28 -0.56 2.02
16 N -0.30 -2.45 -0.65
17 N 0.04 -0.49 -2.31
18 N 0.10 -1.76 0.48
19 N 0.33 0.70 -1.65
20 C 0.00 -3.77 -0.49
21 C 0.75 -0.55 -3.45
22 H -0.25 -4.50 -1.24
23 H 0.60 -1.38 -4.14
24 C 0.69 -3.91 0.74
25 C 1.60 0.55 -3.50
26 C 0.71 -2.61 1.29
27 C 1.35 1.30 -2.34
28 H 1.08 -4.81 1.18
29 H 2.30 0.78 -4.27
30 H 1.13 -2.28 2.23
31 H 1.85 2.17 -1.97
32 H 3.16 -0.27 3.34
33 C 0.37 3.01 3.23
34 S -0.07 3.48 1.55
35 O -0.02 4.91 1.45
36 O 0.84 2.70 0.59
37 O -1.43 2.83 1.21
38 H 0.98 3.83 3.66
39 H 0.93 2.07 3.29
40 H -0.56 2.94 3.82